--- P ---
Density functional theory data (ωB97M-V/def2-TZVPD) for a cluster of 3 separate species, C2H10NO3 in total.

## Properties
LUMO: 4.2 eV
total charge: -1
orbital gap: 8.235 eV
multiplicity: 1
HOMO level: -4.0 eV

Positions of all 16 atoms, in Å:
C (0.523, 2.351, -0.438)
N (-0.348, 1.481, -1.312)
C (-1.020, 0.500, -0.332)
O (-0.164, -0.374, 0.313)
H (0.781, 1.826, 0.443)
H (1.289, 2.601, -1.019)
H (-0.275, 3.052, -0.122)
H (0.103, 0.801, -1.977)
H (-1.661, 1.120, 0.219)
H (-1.775, 0.074, -0.978)
H (-0.109, -1.087, 3.074)
H (0.995, -0.774, 2.120)
O (0.867, -1.277, 2.985)
H (0.092, -1.487, -0.759)
H (-0.806, -2.348, -1.574)
O (0.144, -2.255, -1.501)

--- Q ---
Density functional theory data (ωB97M-V/def2-TZVPD) for a cluster of 3 separate species, C2H10NO3 in total.

## Properties
LUMO: 4.3 eV
total charge: -1
orbital gap: 8.368 eV
multiplicity: 1
HOMO level: -4.1 eV

Positions of all 16 atoms, in Å:
C (-0.139, -0.846, -0.054)
O (0.248, 0.163, 0.847)
C (-0.691, -0.268, -1.346)
N (0.329, 0.328, -2.192)
H (-0.998, -1.323, 0.480)
H (0.719, -1.487, -0.281)
H (-1.506, 0.432, -1.161)
H (-1.132, -1.061, -1.977)
H (1.139, -0.272, -2.316)
H (0.707, 1.197, -1.859)
H (1.362, -0.427, 1.586)
H (2.526, 0.053, 2.467)
O (2.217, -0.774, 2.114)
H (-2.350, 1.227, 1.323)
H (-0.798, 1.231, 1.169)
O (-1.633, 1.827, 1.200)

--- R ---
Density functional theory data (ωB97M-V/def2-TZVPD) for a cluster of 3 separate species, C2H10NO3 in total.

## Properties
LUMO: 4.1 eV
total charge: -1
orbital gap: 7.659 eV
multiplicity: 1
HOMO level: -3.6 eV

Positions of all 16 atoms, in Å:
C (0.027, 1.761, -1.200)
N (0.240, 0.339, -1.604)
C (1.006, -0.388, -0.556)
O (1.007, 0.222, 0.662)
H (-0.506, 2.307, -2.018)
H (1.047, 2.184, -1.254)
H (-0.407, 1.863, -0.109)
H (-0.786, 0.070, -1.815)
H (1.986, -0.503, -0.854)
H (0.554, -1.335, -0.464)
H (1.110, -1.230, 1.682)
H (0.127, -0.489, 1.963)
O (0.402, -1.365, 2.433)
H (-1.238, -1.464, 1.095)
H (-2.371, -0.576, 0.840)
O (-2.199, -1.397, 1.200)

Stability check: which of them is most stable? Q.

--- P ---
Density functional theory data (ωB97M-V/def2-TZVPD) for a structure of composition C3H4BiO3.

## Properties
LUMO: -19.0 eV
total charge: +3
orbital gap: 6.559 eV
multiplicity: 1
HOMO level: -25.5 eV

Positions of all 11 atoms, in Å:
C (-1.243, -0.270, -0.372)
O (0.872, 0.376, 0.385)
C (0.981, -0.526, -0.582)
C (-0.570, 0.602, 0.696)
O (-0.147, -0.919, -1.060)
O (2.113, -0.906, -0.864)
H (-1.907, -1.041, 0.025)
H (-0.726, 0.235, 1.714)
H (-1.697, 0.500, -1.047)
Bi (3.128, 0.281, 0.482)
H (-0.803, 1.667, 0.625)

--- Q ---
Density functional theory data (ωB97M-V/def2-TZVPD) for a structure of composition C3H4BiO3.

## Properties
LUMO: -18.4 eV
total charge: +3
orbital gap: 7.979 eV
multiplicity: 1
HOMO level: -26.4 eV

Positions of all 11 atoms, in Å:
C (-0.715, 1.259, 0.493)
C (-0.673, -0.049, 1.082)
O (-0.001, -1.048, 0.653)
C (0.727, -1.085, -0.553)
O (1.474, -0.134, -0.845)
O (0.505, -2.048, -1.290)
H (0.275, 1.498, -0.050)
H (-1.087, -0.229, 2.081)
H (-1.480, 1.232, -0.301)
Bi (2.046, -1.348, -2.549)
H (-1.071, 1.952, 1.278)

Stability check: which of them is most stable? Q.

--- P ---
Density functional theory data (ωB97M-V/def2-TZVPD) for an isolated molecule of C5H8O3.

## Properties
SMILES: C1O[C@H]2CC[C@H](O1)O2
LUMO: 0.9 eV
orbital gap: 10.072 eV
multiplicity: 1
HOMO level: -9.2 eV

Positions of all 16 atoms, in Å:
C (0.666, -1.735, -1.033)
C (0.557, -0.452, 0.774)
C (0.051, 0.715, 1.666)
C (-1.060, 1.221, 0.336)
C (-0.128, 0.689, -0.897)
H (-0.058, -2.597, -1.096)
H (1.316, -1.513, -2.068)
H (-0.454, -0.631, 0.541)
H (0.688, 1.518, 1.816)
H (-0.746, 0.500, 2.436)
H (-0.994, 2.224, 0.311)
H (-1.958, 0.614, 0.322)
H (0.127, 1.120, -1.847)
O (1.249, -1.648, 0.241)
O (-0.395, -0.605, -1.255)
O (1.140, 0.580, -0.246)

--- Q ---
Density functional theory data (ωB97M-V/def2-TZVPD) for a cluster of 3 separate species, C5H8O3 in total.

## Properties
SMILES: C=C=C=O.CC=O.O
LUMO: -0.2 eV
orbital gap: 8.609 eV
multiplicity: 1
HOMO level: -8.8 eV

Positions of all 16 atoms, in Å:
C (2.953, 0.252, -0.363)
C (2.729, -0.998, 0.032)
C (2.348, 1.176, -1.029)
C (-3.107, -0.277, -0.222)
C (-1.685, -0.423, -0.107)
O (0.665, 1.251, 0.981)
O (-1.072, -0.902, 0.806)
O (1.901, 2.125, -1.490)
H (3.410, -1.542, 0.676)
H (1.884, -1.499, -0.180)
H (-3.453, -0.619, -1.194)
H (-3.617, -0.848, 0.551)
H (-3.605, 0.726, -0.094)
H (-1.047, -0.078, -1.069)
H (1.113, 1.400, 1.788)
H (0.582, 0.254, 0.913)

--- R ---
Density functional theory data (ωB97M-V/def2-TZVPD) for a structure of composition C5H8O3.

## Properties
LUMO: 0.3 eV
orbital gap: 8.460 eV
multiplicity: 1
HOMO level: -8.1 eV

Positions of all 16 atoms, in Å:
C (-1.272, -0.407, 0.706)
C (-0.570, 0.640, -0.149)
C (1.476, 0.465, -1.371)
C (1.634, 0.514, 0.332)
C (0.301, -0.387, 0.672)
H (-3.026, 0.601, 0.917)
H (-1.870, -1.246, 0.018)
H (-0.799, 1.820, -0.134)
H (2.046, 1.482, -1.844)
H (1.884, -0.604, -1.750)
H (1.484, 1.586, 0.658)
H (2.423, 0.207, 0.828)
H (1.461, -2.325, 0.384)
O (-2.199, 0.396, 1.509)
O (-0.050, 0.326, -1.440)
O (0.622, -1.530, -0.096)

Stability check: which of them is most stable? Q.

--- P ---
Density functional theory data (ωB97M-V/def2-TZVPD) for an isolated molecule of C5H8O3.

## Properties
LUMO (spin up / spin down): -0.2 / -0.2 eV
orbital gap (spin up / spin down): 7.853 / 7.854 eV
multiplicity: 1
HOMO level (spin up / spin down): -8.0 / -8.0 eV

Positions of all 16 atoms, in Å:
C (-0.056, -0.681, -1.367)
C (-0.865, 0.772, 0.451)
C (-0.981, -0.312, 1.514)
C (0.199, 0.484, -0.667)
C (1.908, 0.795, -0.183)
O (-0.077, -1.906, -0.855)
O (0.804, 1.507, -1.310)
O (2.022, 0.907, 1.004)
H (-0.310, -2.570, -1.514)
H (-0.073, -0.601, -2.453)
H (2.782, 0.656, -0.847)
H (-0.482, 1.697, 0.887)
H (-1.822, 0.982, -0.031)
H (-1.427, -1.222, 1.114)
H (-0.003, -0.546, 1.930)
H (-1.619, 0.039, 2.325)

--- Q ---
Density functional theory data (ωB97M-V/def2-TZVPD) for a structure of composition C5H8O3.

## Properties
LUMO: 0.8 eV
orbital gap: 10.235 eV
multiplicity: 1
HOMO level: -9.5 eV

Positions of all 16 atoms, in Å:
C (-0.663, -0.575, 0.687)
C (0.826, -0.054, 0.560)
C (0.671, 0.360, -0.863)
C (-0.397, 1.237, -0.914)
C (-1.210, -0.073, -0.654)
H (-0.549, -0.245, 2.749)
H (-0.914, -1.742, 0.646)
H (1.318, 0.490, 1.515)
H (1.841, -1.386, -0.449)
H (1.531, 0.371, -1.374)
H (-0.453, 2.163, -0.232)
H (-0.260, 1.382, -2.220)
H (-2.327, -0.265, -0.468)
O (-1.150, 0.120, 1.927)
O (1.849, -1.007, 0.581)
O (-0.113, -0.777, -1.490)

--- R ---
Density functional theory data (ωB97M-V/def2-TZVPD) for an isolated molecule of C5H8O3.

## Properties
SMILES: C[C@H]1O[C@@]1(C)C(=O)O
LUMO: 0.5 eV
orbital gap: 10.500 eV
multiplicity: 1
HOMO level: -10.0 eV

Positions of all 16 atoms, in Å:
C (-2.154, -0.965, -0.754)
C (-1.538, 0.423, -0.206)
C (-0.015, 0.592, -0.061)
C (0.716, 1.831, -0.117)
C (1.036, -0.523, 0.083)
H (-3.146, -1.048, -0.110)
H (-1.267, -1.791, -0.561)
H (-2.649, -0.854, -1.849)
H (-2.252, 1.382, -0.072)
H (0.078, 2.594, -0.200)
H (1.011, 1.761, -1.141)
H (1.467, 1.669, 0.649)
H (2.184, 0.162, -1.322)
O (-0.877, 0.508, 1.055)
O (2.245, -0.658, -0.709)
O (0.670, -1.352, 1.021)

Stability check: which of them is most stable? P.

--- P ---
Density functional theory data (ωB97M-V/def2-TZVPD) for an isolated molecule of C5H10N2.

## Properties
SMILES: C[C@]12C[C@H]1CN2N
LUMO: 1.1 eV
orbital gap: 9.492 eV
multiplicity: 1
HOMO level: -8.4 eV

Positions of all 17 atoms, in Å:
C (-0.386, -0.925, -1.111)
C (1.311, -0.779, 0.744)
C (-0.076, -1.292, 0.306)
C (-0.425, 0.104, -0.013)
C (-2.022, 0.856, 0.414)
N (0.844, 0.617, 0.377)
N (1.505, 1.482, -0.513)
H (0.256, -0.833, -1.967)
H (-1.283, -1.276, -1.560)
H (1.554, -0.921, 1.757)
H (2.156, -1.068, 0.239)
H (-0.496, -2.037, 1.016)
H (-2.293, 1.737, -0.308)
H (-1.939, 1.293, 1.508)
H (-2.801, -0.022, 0.379)
H (1.864, 1.081, -1.299)
H (2.230, 1.983, 0.031)

--- Q ---
Density functional theory data (ωB97M-V/def2-TZVPD) for a structure of composition C5H10N2.

## Properties
LUMO: 0.7 eV
orbital gap: 8.362 eV
multiplicity: 1
HOMO level: -7.7 eV

Positions of all 17 atoms, in Å:
C (-0.331, -0.399, 1.417)
C (0.328, -0.737, 0.167)
C (-0.945, 0.131, 0.119)
C (2.431, 0.129, -0.487)
C (-1.204, 1.582, -0.182)
N (-0.323, -1.836, -0.389)
N (-1.401, -0.950, -0.750)
H (-0.804, -1.249, 1.886)
H (0.078, 0.281, 2.109)
H (3.063, -0.735, -0.747)
H (2.643, 0.667, 0.463)
H (2.127, 0.740, -1.232)
H (-1.955, 2.086, 0.356)
H (-1.347, 1.928, -1.200)
H (-0.190, 2.031, 0.061)
H (0.216, -2.353, -1.035)
H (-2.386, -1.318, -0.555)

Stability check: which of them is most stable? P.

--- P ---
Density functional theory data (ωB97M-V/def2-TZVPD) for an isolated molecule of C5H10N2.

## Properties
SMILES: C=NC/C=C\NC
LUMO: 1.1 eV
orbital gap: 8.186 eV
multiplicity: 1
HOMO level: -7.0 eV

Positions of all 17 atoms, in Å:
C (-0.245, 1.448, 0.078)
C (0.954, 0.809, -0.081)
C (-1.607, 0.901, 0.254)
C (2.643, -0.849, 0.091)
C (-2.515, -1.107, -0.275)
N (1.279, -0.435, 0.218)
N (-1.597, -0.511, 0.303)
H (-0.182, 2.454, -0.389)
H (1.824, 1.365, -0.539)
H (-2.117, 1.408, 1.070)
H (-2.073, 1.264, -0.724)
H (2.775, -1.846, -0.518)
H (3.138, -0.062, -0.477)
H (3.150, -0.891, 1.057)
H (-2.592, -2.160, -0.292)
H (-3.425, -0.708, -0.567)
H (0.590, -1.081, 0.792)

--- Q ---
Density functional theory data (ωB97M-V/def2-TZVPD) for an isolated molecule of C5H10N2.

## Properties
LUMO: 0.9 eV
orbital gap: 9.408 eV
multiplicity: 1
HOMO level: -8.5 eV

Positions of all 17 atoms, in Å:
C (1.917, -0.204, 0.320)
C (0.637, 0.236, -0.386)
N (0.077, -0.900, -1.145)
C (-0.843, -0.895, -2.083)
C (-0.345, 0.785, 0.640)
C (-1.809, 0.599, 0.590)
N (-1.003, -0.103, 1.593)
H (2.683, -0.529, -0.391)
H (1.704, -1.029, 1.011)
H (2.323, 0.619, 0.916)
H (0.860, 1.028, -1.111)
H (0.469, -1.804, -0.893)
H (-1.107, 0.179, -2.225)
H (0.024, 1.704, 1.098)
H (-2.456, 1.378, 0.986)
H (-2.243, 0.008, -0.215)
H (-0.885, -1.072, 1.296)

Stability check: which of them is most stable? P.